# 1
The following is a quantum chemistry calculation of a cluster of 11 separate species, C12H46N16O13 in total at a distorted geometry, from the OMol25 dataset.

```
87
Properties=species:S:1:pos:R:3:forces:R:3:mulliken_charge:R:1
N -0.5970 0.6994 4.5919 0.1 -0.4 0.1 -0.194
C 0.5276 -0.0449 4.8010 0.8 -0.3 0.4 0.443
N 1.6594 0.4888 4.2357 -0.6 0.4 -0.4 -0.174
O 0.5383 -1.0648 5.4711 -0.1 0.1 -0.1 -0.688
H -0.5765 1.5530 4.0662 -0.2 0.0 0.0 0.152
H -1.4049 0.3545 5.0757 -0.3 0.2 -0.2 0.193
H 2.5661 0.0835 4.3563 -0.1 -0.3 0.2 0.183
H 1.5220 1.2202 3.5547 0.4 0.2 0.1 0.102
N 0.9051 4.4191 4.3381 -0.2 0.1 -0.6 -0.464
C 0.6659 4.0183 3.0395 0.2 0.5 1.1 0.427
N -0.0461 4.8930 2.2954 0.2 0.0 -0.4 -0.367
O 1.1126 2.9536 2.6223 -0.4 -0.2 -0.3 -0.715
H 1.1143 3.7084 5.0158 0.2 0.0 0.0 0.248
H 0.5070 5.2855 4.6517 0.0 -0.1 0.2 0.164
H -0.5333 5.6723 2.6965 0.0 -0.1 0.2 0.185
H -0.3817 4.5859 1.3984 0.1 -0.1 0.0 0.233
N -1.9002 0.6671 -4.0512 -0.8 -0.8 0.7 -0.350
C -3.0119 -0.0831 -3.7381 0.4 0.4 -0.6 0.657
N -2.7747 -1.4243 -3.5447 -0.3 1.1 0.0 -0.442
O -4.1282 0.3985 -3.6983 -0.1 -0.1 0.2 -0.660
H -2.0872 1.6466 -4.1445 0.5 0.1 -0.2 0.179
H -1.0625 0.1827 -4.3132 0.3 0.6 -0.1 0.181
H -1.8356 -1.7385 -3.3884 -0.2 -0.6 -0.2 0.197
H -3.6220 -1.9497 -3.6548 0.4 -0.7 0.2 0.209
N 2.4885 -3.0663 -1.8085 -0.2 0.3 0.4 -0.246
C 2.6349 -2.8411 -3.1555 0.4 -0.7 0.3 0.529
N 2.3016 -3.9400 -3.9177 -0.4 -0.1 0.0 -0.363
O 3.0823 -1.8116 -3.6091 -0.2 0.2 -0.2 -0.620
H 2.5908 -2.2888 -1.1808 0.1 0.1 -0.2 0.147
H 2.0695 -3.8817 -1.3961 -0.1 -0.1 -0.3 0.201
H 2.5545 -3.9985 -4.8853 0.1 0.3 0.0 0.218
H 1.9961 -4.7863 -3.4738 0.1 0.0 0.0 0.155
N 3.4115 1.3288 1.7826 -0.3 0.4 -0.3 -0.017
C 4.2803 1.6018 0.7628 0.1 -0.2 0.1 0.471
N 4.0314 2.8027 0.1533 0.0 0.1 0.2 -0.318
O 5.2143 0.8837 0.4560 0.2 -0.1 0.1 -0.685
H 3.4439 0.4601 2.2745 0.1 -0.2 -0.2 0.105
H 2.6523 1.9744 1.9382 0.0 -0.2 0.2 0.178
H 3.0933 3.1623 0.1032 0.1 0.2 -0.1 0.199
H 4.7101 3.0843 -0.5282 -0.2 -0.1 -0.3 0.213
N -5.7704 -2.2958 0.7281 0.1 0.8 -0.1 -0.404
C -5.2506 -1.0295 0.8178 0.0 -0.4 -0.3 0.629
N -6.0966 -0.0419 0.4130 -0.4 0.3 -0.2 -0.407
O -4.1163 -0.8220 1.2251 0.0 0.3 0.3 -0.725
H -5.2944 -3.0356 1.2096 0.0 -0.1 -0.2 0.240
H -6.6060 -2.4319 0.1920 -0.1 -0.4 0.3 0.157
H -5.7813 0.9056 0.3101 0.4 -0.1 0.1 0.212
H -6.9470 -0.2407 -0.0844 0.0 -0.2 0.1 0.171
N -2.2475 -2.5121 -0.3034 -0.2 0.4 -0.1 0.146
C -1.8617 -3.6625 0.3438 -0.2 0.3 -0.8 0.484
N -1.6589 -4.7535 -0.4493 -0.1 0.0 0.5 -0.247
O -1.6549 -3.6698 1.5472 0.3 0.1 0.2 -0.731
H -2.6264 -2.5037 -1.2360 0.1 -0.3 0.0 0.176
H -2.6252 -1.7599 0.2597 -0.1 -0.5 0.2 -0.127
H -1.0598 -5.4567 -0.0380 0.0 -0.1 -0.1 0.341
H -1.9809 -4.8212 -1.3941 0.1 0.1 -0.1 0.136
N 1.3089 -3.8021 1.5877 0.2 -0.3 -0.4 -0.113
C 1.6321 -5.0469 1.1384 -0.5 0.5 0.1 0.552
N 2.9600 -5.3753 1.2041 0.0 -0.1 -0.1 -0.401
O 0.7667 -5.7784 0.6630 0.6 -0.4 0.0 -0.713
H 0.3182 -3.6268 1.6346 -0.3 0.3 0.2 0.077
H 1.9721 -3.1585 1.9765 0.0 -0.1 0.2 0.108
H 3.1767 -6.3556 1.1698 0.0 0.0 -0.1 0.253
H 3.5690 -4.7924 1.7508 0.1 -0.1 0.1 0.187
O -1.6459 0.6626 1.0599 0.4 0.1 -0.2 -0.330
C -0.3189 0.1021 0.9910 -1.0 -0.2 0.0 0.568
C 0.2101 0.1891 -0.4224 0.0 0.0 0.5 0.079
O 0.2328 1.5374 -0.8510 0.5 0.2 -0.4 -0.208
H -2.2973 -0.0451 1.1340 -0.2 0.3 0.2 0.109
H 0.2713 0.6941 1.6869 0.3 -0.1 -0.1 -0.439
H -0.3771 -0.9435 1.3068 0.3 0.0 0.1 0.270
H -0.3774 -0.4373 -1.0993 -0.1 0.0 0.0 -0.149
H 1.2329 -0.1920 -0.4102 0.1 0.2 -0.2 0.127
H -0.6681 1.8670 -0.9178 -0.1 -0.2 0.1 0.203
O 2.3165 2.4330 -4.2248 0.3 0.1 0.1 -0.457
C 2.4936 3.8492 -4.2259 -0.9 -0.1 0.2 -0.448
C 1.5585 4.4844 -3.1985 0.3 0.3 -0.6 -0.462
O 1.6948 3.9034 -1.9339 -0.1 0.0 0.2 -0.357
H 1.6326 2.2213 -4.8641 0.0 -0.1 0.0 0.261
H 3.5167 4.1006 -3.9546 0.1 -0.3 -0.1 0.228
H 2.2395 4.2334 -5.2176 0.3 0.3 0.0 0.377
H 0.5253 4.4530 -3.5748 -0.1 -0.2 0.1 0.284
H 1.8261 5.5432 -3.1297 -0.1 0.0 0.2 0.305
H 1.5307 2.9522 -2.0149 0.0 0.0 0.1 0.263
O -2.5638 3.3751 1.5947 0.2 0.3 -0.1 -0.672
H -1.8723 2.7010 1.6466 -0.2 -0.4 0.0 0.263
H -2.9981 3.1742 0.7612 -0.1 -0.1 0.0 0.317
```
Forces are in eV/Å.

Results
Gap between HOMO and LUMO in eV: 9.172
Spin multiplicity: 1
DFT total energy in hartree: -2339.36777
Structure (SMILES): NC(N)=O.NC(N)=O.NC(N)=O.NC(N)=O.NC(N)=O.NC(N)=O.NC(N)=O.NC(N)=O.OCCO.OCCO.O

# 2
The following is a quantum chemistry calculation of the molecule C4H11NO at a distorted geometry, from the OMol25 dataset.

```
17
Properties=species:S:1:pos:R:3:forces:R:3:mulliken_charge:R:1
C -1.5880 -0.0732 -1.1704 0.3 -0.6 0.1 -1.218
C -0.4318 -0.9141 -0.5509 -0.9 0.1 0.8 0.258
O -0.9719 -2.1263 0.0191 0.2 0.0 0.1 -0.555
C 0.3961 -0.1868 0.5399 -0.3 -0.4 -1.5 -0.628
C 0.7708 1.2442 0.1547 -0.1 -0.5 -0.1 -0.481
N 1.8509 1.8311 0.9048 0.4 0.5 0.7 -0.622
H -1.3874 0.0774 -2.2270 -0.1 0.2 -0.1 0.264
H -1.7763 0.8909 -0.7058 0.1 0.0 0.1 0.336
H -2.4953 -0.6707 -1.0814 0.0 0.0 -0.1 0.386
H 0.1910 -1.2896 -1.3585 0.3 0.1 0.0 0.343
H -1.3215 -1.9495 0.9062 0.1 0.1 -0.4 0.321
H -0.2478 -0.1987 1.4167 0.3 0.0 0.5 0.360
H 1.3009 -0.7835 0.6550 0.0 0.0 0.5 0.189
H 1.0393 1.2604 -0.9017 0.0 0.1 -0.1 0.343
H -0.1232 1.8542 0.2660 0.0 0.3 -0.1 0.235
H 2.7859 1.6509 0.5694 -0.2 -0.2 -0.2 0.254
H 1.8348 1.5912 1.8911 -0.1 0.0 -0.2 0.213
```
Forces are in eV/Å.

Results
Gap between HOMO and LUMO in eV: 10.116
Spin multiplicity: 1
DFT total energy in hartree: -288.97857
ΔE to the lowest compared entry with this formula, charge and spin in kcal/mol: 24.1
Structure (SMILES): C[C@H](O)CCN

# 3
The following is a quantum chemistry calculation of a structure of composition C6H10N2O at a distorted geometry, from the OMol25 dataset.

```
19
Properties=species:S:1:pos:R:3:forces:R:3:mulliken_charge:R:1
C 0.2379 0.9537 0.9948 0.2 2.4 6.9 0.074
C 0.0812 2.0467 -0.0145 2.9 0.4 -2.4 -0.703
C -0.0546 0.6841 -0.9675 3.3 2.3 -1.7 -0.021
C -1.2072 -1.2407 -1.1204 -2.9 4.3 0.8 -0.080
C 0.7727 -1.3934 0.4096 2.3 -0.7 0.1 -0.659
C 1.0387 0.1174 0.1510 -5.9 -4.8 -3.0 -0.531
H -2.0268 1.2504 0.8715 4.5 -3.8 2.1 0.405
H 0.9141 1.0310 2.0348 -2.2 0.8 -1.7 0.269
H -0.6205 2.9603 -0.0079 0.9 -1.7 0.2 0.271
H 1.2941 2.3966 -0.2581 -3.7 -0.5 0.5 0.212
H 0.3984 0.6985 -2.0025 0.0 0.8 1.0 0.415
H -2.0148 -1.9013 -1.3630 -0.9 0.3 -1.0 0.399
H -0.5619 -3.0051 -0.2255 0.2 2.8 -0.5 0.276
H 1.7468 -2.0090 0.1678 -2.0 1.0 -0.3 0.308
H 0.8308 -1.4858 1.5364 -1.3 -0.3 -1.0 0.268
H 2.0281 0.2657 -0.0577 2.2 1.1 -0.3 0.584
N -1.3222 0.1239 -1.1917 0.3 -5.1 -0.6 -0.669
N -0.4266 -1.9391 -0.3403 4.0 -2.9 2.8 -0.182
O -1.1081 0.4463 1.3833 -2.0 3.6 -2.0 -0.636
```
Forces are in eV/Å.

Results
Gap between HOMO and LUMO in eV: 8.287
Spin multiplicity: 1
DFT total energy in hartree: -419.13407
ΔE to the lowest compared entry with this formula, charge and spin in kcal/mol: 158.4

# 4
The following is a quantum chemistry calculation of a cluster of 3 separate species, C19H36ClN2O8P in total at a distorted geometry, from the OMol25 dataset.

```
67
Properties=species:S:1:pos:R:3:forces:R:3:mulliken_charge:R:1
C 4.7221 -1.0180 6.4860 -0.1 -0.3 -1.8 0.139
C 3.9547 -0.6641 5.5951 0.7 0.2 -0.3 -0.610
C 3.0190 -0.4317 4.3305 -0.5 -0.6 1.0 -0.084
O 1.7311 -0.9967 4.7047 1.4 -1.9 0.4 -0.385
C 2.0913 -2.3766 4.9164 -0.3 0.0 0.4 0.434
O 1.5496 -3.1094 5.6958 1.2 1.4 -1.9 -0.469
O 3.2190 -2.7012 4.0837 -2.0 1.2 0.7 -0.400
C 3.4604 -1.5168 3.2520 3.4 0.7 2.3 1.080
C 4.9937 -1.2212 3.0234 0.1 1.0 -1.3 -0.515
C 5.3816 -0.0195 2.3990 -0.5 -1.9 0.6 -0.921
P 2.3289 -1.8562 1.7645 -1.2 0.5 -1.5 0.315
O 2.9678 -1.1925 0.3538 0.7 -0.7 2.2 -0.350
Cl 2.4424 -3.9547 1.4913 0.6 1.0 0.1 -0.262
H 5.5872 -1.5213 7.0040 -1.7 1.1 -0.5 0.337
H 2.8821 0.6408 4.0193 0.2 -1.3 0.3 0.502
H 5.7854 -1.9693 3.3404 -1.3 0.3 -1.4 0.379
H 4.9134 0.9741 2.6667 -0.1 -1.4 -1.3 0.202
H 6.1637 -0.0987 1.5813 -0.1 0.6 2.0 0.347
H 3.9378 -1.0422 0.4069 -0.5 -0.2 -0.1 0.286
C 0.4453 1.0379 -6.5691 -0.2 0.2 0.1 -0.724
O -0.5331 1.2085 -5.5570 0.2 -0.3 -0.3 -0.348
C -1.0193 -0.0246 -5.0223 -0.3 0.2 0.5 -0.895
C -0.5380 -0.2201 -3.5882 0.3 0.0 -0.4 0.253
N 0.8980 -0.4840 -3.5359 -0.1 0.1 0.1 -0.281
C 1.4619 -0.4018 -2.1866 0.1 0.1 -0.3 -0.676
C 1.3826 0.9505 -1.4642 0.3 -0.3 0.3 0.417
O 2.1911 1.9690 -2.0426 -0.4 0.0 0.0 -0.469
C 1.5982 2.6459 -3.1395 0.4 0.1 0.1 -0.504
H 0.6176 2.0084 -7.0370 -0.1 0.0 0.1 0.232
H 1.3906 0.6881 -6.1483 0.1 -0.2 -0.1 0.309
H 0.0999 0.3410 -7.3387 0.1 0.0 0.0 0.337
H -0.7560 -0.8788 -5.6529 0.2 0.1 0.0 0.431
H -2.1113 0.0521 -5.0102 0.0 0.0 0.0 0.378
H -1.0741 -1.0603 -3.1380 0.0 0.1 0.0 0.278
H -0.7947 0.6866 -3.0293 -0.3 0.0 0.0 -0.106
H 1.3810 0.1883 -4.1205 -0.1 -0.1 0.0 0.123
H 2.5178 -0.6745 -2.2730 -0.1 0.0 0.1 0.289
H 0.9918 -1.1686 -1.5621 0.0 0.1 0.0 0.329
H 1.7805 0.7975 -0.4574 0.0 0.0 -0.1 0.235
H 0.3533 1.2994 -1.3275 -0.1 0.0 -0.2 -0.338
H 0.5128 2.7274 -3.0421 0.0 -0.1 0.0 0.215
H 1.8643 2.1519 -4.0756 -0.2 0.0 -0.1 0.177
H 2.0162 3.6542 -3.1779 0.0 0.0 0.1 0.319
C -2.6768 -1.0211 3.3175 -0.2 -0.2 -0.1 -0.711
O -3.9906 -0.7162 2.8741 0.3 0.2 0.2 -0.340
C -4.3278 0.6651 3.0025 -0.5 -0.1 -0.3 -0.778
C -4.4332 1.3258 1.6308 0.4 -0.2 0.2 -0.183
N -3.1221 1.4525 0.9992 -0.1 0.0 -0.1 -0.254
C -3.1733 1.8168 -0.4183 0.1 -0.2 0.1 -0.432
C -3.8622 0.8416 -1.3834 0.3 0.3 -0.3 -0.672
O -3.1721 -0.3891 -1.5555 -0.3 0.1 0.2 -0.276
C -3.4382 -1.3621 -0.5566 0.3 -0.1 -0.3 -0.603
H -2.5778 -2.1069 3.3534 -0.1 0.1 0.0 0.267
H -1.9269 -0.6318 2.6253 0.2 0.1 0.1 0.277
H -2.4973 -0.6258 4.3217 0.1 0.0 0.0 0.354
H -3.6294 1.2006 3.6520 0.1 -0.1 -0.1 0.388
H -5.3134 0.7010 3.4777 0.0 0.0 0.0 0.400
H -4.8779 2.3199 1.7409 0.0 0.0 0.0 0.384
H -5.1100 0.7146 1.0234 -0.2 0.0 0.1 0.170
H -2.6314 0.5691 1.0777 -0.1 0.1 0.1 -0.021
H -2.1354 1.9346 -0.7464 -0.1 0.0 -0.1 0.050
H -3.6441 2.8015 -0.5103 -0.1 -0.1 0.0 0.414
H -3.8647 1.3176 -2.3695 0.0 0.0 0.0 0.369
H -4.9142 0.6678 -1.1347 0.0 -0.1 0.2 0.423
H -4.4590 -1.2974 -0.1722 0.1 0.1 0.1 0.333
H -2.7146 -1.2753 0.2558 -0.2 -0.1 0.2 0.123
H -3.3016 -2.3488 -1.0041 0.0 0.1 -0.1 0.313
```
Forces are in eV/Å.

Results
Gap between HOMO and LUMO in eV: 8.088
Spin multiplicity: 1
DFT total energy in hartree: -2258.27295
Structure (SMILES): C#C[C@@H]1OC(=O)O[C@@]1(C=C)P(O)Cl.COCCNCCOC.COCCNCCOC